Below is 2 unconnected molecules or ions with the total composition C3H3F3O in a non-equilibrium geometry, with properties calculated with ωB97M-V/def2-TZVPD.

Structure (ORCA input):
```
! wB97M-V def2-TZVPD RIJCOSX def2/J DEFGRID3
* xyz 0 1
C -1.52 0.80 0.16
C -0.13 -0.75 -0.23
C 1.15 0.00 0.02
O -1.48 1.67 -0.61
F 2.22 -0.69 -0.47
F 1.16 1.22 -0.51
F 1.41 0.11 1.33
H -2.00 0.43 0.96
H -0.48 -1.54 0.54
H -0.31 -1.25 -1.19
*
```

ΔE to the lowest compared entry with this formula, charge and spin (kcal/mol): 50.9
Maximum force (eV/Å): 6.95
Kohn-Sham gap (eV): 9.7

Okay, here come the Mulliken numbers, in e, for every atom:
1 C 0.15
2 C -1.02
3 C 0.96
4 O -0.32
5 F -0.27
6 F -0.24
7 F -0.27
8 H 0.39
9 H 0.31
10 H 0.32